1.
# C3H9O4

A cluster of 3 separate species, C3H9O4 in total (the ωB97M-V functional and the def2-TZVPD basis, the OMol25 dataset).

Geometry (Å):
C 0.18950 6.15104 -0.45482
C 3.25676 3.98359 0.39635
C -2.54367 -9.02682 0.39587
O 1.20267 5.72224 0.45588
O 4.35668 3.66097 0.23330
O -2.87773 -8.88285 -0.94064
O 2.46276 5.97542 -0.12277
H -0.19652 5.21313 -0.96487
H 0.42361 6.96109 -1.25458
H -0.60901 6.56292 0.05624
H 2.81342 6.54417 0.53995
H -3.49370 -9.54474 -1.20920
H 2.16874 3.71465 0.66858
H -3.33525 -9.20442 1.22672
H -2.06593 -8.00249 0.62802
H -1.75233 -9.82789 0.34597

Computed properties:
HOMO-LUMO gap, eV: 4.87
Charge: +1
Energy above the lowest of the compared OMol25 structures with the same formula, charge and spin, kcal/mol: 0.0
Total energy, eV: -11432.975
Largest force on an atom, eV Å⁻¹: 5.2

=====

2.
# C3H9O5P

The ion C3H9O5P with charge -2 (the ωB97M-V functional and the def2-TZVPD basis, the OMol25 dataset).

Geometry (Å):
O -1.66313 -0.00482 0.94189
O -0.44650 0.35394 -1.05163
O 1.30613 -0.25312 0.66867
O -0.26655 -1.63627 0.62858
O -0.09721 1.43567 1.22209
C 2.15062 -0.19720 -0.47389
C -0.89756 -2.42007 -0.37238
C -0.83633 2.54547 0.72077
P -0.27710 -0.00070 0.37954
H 2.14926 0.75737 -0.98839
H 1.87296 -1.01764 -1.15930
H 3.18804 -0.34591 -0.19606
H -0.34834 -2.36412 -1.33393
H -0.88951 -3.47192 -0.06583
H -1.92573 -2.10803 -0.63466
H -1.89643 2.41974 0.72922
H -0.65716 3.47070 1.28935
H -0.46546 2.83691 -0.30404

Computed properties:
HOMO-LUMO gap, eV: 4.84
Charge: -2
SMILES: COP([O-])([O-])(OC)OC
Total energy, eV: -22780.177
Largest force on an atom, eV Å⁻¹: 6.0

=====

3.
# C3H9OS

A cluster of 2 separate species, C3H9OS in total (the ωB97M-V functional and the def2-TZVPD basis, the OMol25 dataset).

Geometry (Å):
C 0.90603 1.97804 -0.70559
C 0.47430 0.71790 0.13074
C -0.99690 0.41613 -0.06754
S -1.60110 -1.02252 0.94296
H 0.50642 1.77255 -1.70107
H 1.99609 1.99741 -0.73029
H 0.50940 2.95436 -0.41879
H 1.09246 -0.02559 -0.38413
H 0.68366 0.72994 1.19618
H -1.26844 0.05149 -1.05576
H -1.47296 1.39948 0.08174
H -0.15996 -4.19998 0.35333
H -0.49108 -2.92353 1.12679
O -0.17792 -3.84569 1.23143

Computed properties:
HOMO-LUMO gap, eV: 6.56
Charge: -1
Energy above the lowest of the compared OMol25 structures with the same formula, charge and spin, kcal/mol: 12.3
Total energy, eV: -16140.523
Largest force on an atom, eV Å⁻¹: 1.8

=====

4.
# C3H9OS

A cluster of 2 separate species, C3H9OS in total (the ωB97M-V functional and the def2-TZVPD basis, the OMol25 dataset).

Geometry (Å):
C 1.10395 -1.36652 2.34921
S 1.03228 -2.20477 0.73853
H 1.38804 -2.07888 3.12374
H 1.73329 -0.48346 2.32859
H 0.06873 -1.12519 2.60385
C -0.86806 0.28296 -1.14008
O -0.75059 0.48944 0.25822
C -0.42308 1.51207 -1.89458
H -0.32060 -0.59791 -1.49214
H -1.91704 0.00877 -1.30685
H -0.25298 -0.20397 0.69495
H 0.58343 1.44803 -2.32243
H -1.05590 1.92434 -2.68627
H -0.32147 2.39509 -1.25474

Computed properties:
HOMO-LUMO gap (spin up / spin down), eV: 10.62 / 7.04
Charge: 0
2S+1: 2
Energy above the lowest of the compared OMol25 structures with the same formula, charge and spin, kcal/mol: 18.4
Total energy, eV: -16137.687
Largest force on an atom, eV Å⁻¹: 1.8

=====

5.
# C3H9PS3

A cluster of 2 separate species, C3H9PS3 in total (the ωB97M-V functional and the def2-TZVPD basis, the OMol25 dataset).

Geometry (Å):
C 1.46927 -0.95097 1.29324
C 2.01887 0.29838 0.74582
C 1.18522 1.16878 -0.15489
P -2.93056 0.53821 0.06191
S 3.55381 0.13045 -0.13437
S 0.82242 2.68865 0.16234
S 0.38385 0.38486 -1.50848
H 2.25870 -1.50589 1.73488
H 0.59380 -0.73469 1.98517
H 1.01190 -1.57920 0.54101
H 2.30178 0.83268 1.70282
H -2.67516 -0.35855 -0.85997
H -1.66368 1.16413 -0.08459
H 3.08168 -0.64490 -1.14012
H -2.22245 -0.44104 0.94416
H -0.60967 1.34084 -1.68736

Computed properties:
HOMO-LUMO gap, eV: 8.41
Charge: 0
SMILES: C[C@@H](S)C(=S)S.P
Energy above the lowest of the compared OMol25 structures with the same formula, charge and spin, kcal/mol: 79.3
Total energy, eV: -45049.368
Largest force on an atom, eV Å⁻¹: 3.2

=====

6.
# C3H9S

A cluster of 2 separate species, C3H9S in total (the ωB97M-V functional and the def2-TZVPD basis, the OMol25 dataset).

Geometry (Å):
C -0.37969 -1.97525 0.52315
C -1.68732 -1.77104 -0.24175
H -0.74259 -2.09555 1.58223
H 0.18143 -2.88597 0.25967
H 0.13768 -1.01064 0.39136
H -2.40473 -2.51118 -0.19052
H -1.59564 -1.45468 -1.28898
H -2.18805 -0.92196 0.38593
C 1.75151 3.01089 -0.30287
S 1.34367 1.37198 0.23532
H 1.79757 3.02146 -1.38483
H 2.71682 3.52695 -0.00548
H 1.06934 3.69498 0.03678

Computed properties:
HOMO-LUMO gap (spin up / spin down), eV: 10.39 / 6.98
Charge: 0
2S+1: 2
Energy above the lowest of the compared OMol25 structures with the same formula, charge and spin, kcal/mol: 14.2
Total energy, eV: -14090.052
Largest force on an atom, eV Å⁻¹: 3.5

=====

7.
# C3H9S2

A cluster of 2 separate species, C3H9S2 in total (the ωB97M-V functional and the def2-TZVPD basis, the OMol25 dataset).

Geometry (Å):
C 1.25284 -1.89672 0.62990
S 2.38689 -0.65750 -0.32049
H 1.96037 -2.55106 1.13833
H 0.70750 -2.01331 -0.25146
H 0.58820 -1.44987 1.33782
C -1.55979 -0.15624 -0.89902
S -1.77557 1.20864 0.29456
C -0.08631 2.14075 0.32511
H -1.66335 -1.09330 -0.34509
H -2.30614 -0.16515 -1.70062
H -0.40907 -0.26716 -1.31154
H 0.77135 1.57895 -0.07217
H 0.06336 2.22882 1.39804
H 0.06975 3.09315 -0.22339

Computed properties:
HOMO-LUMO gap, eV: 5.65
Charge: -1
Energy above the lowest of the compared OMol25 structures with the same formula, charge and spin, kcal/mol: 47.8
Total energy, eV: -24926.673
Largest force on an atom, eV Å⁻¹: 3.0

=====

8.
# C3HBeFO2

A structure of composition C3HBeFO2 (the ωB97M-V functional and the def2-TZVPD basis, the OMol25 dataset).

Geometry (Å):
F 1.82142 -0.46715 -1.43028
O -0.40341 1.01000 -0.36527
O -0.72683 0.66311 1.85342
C -0.38120 -0.28393 -0.76554
C 0.55703 -0.94439 -1.41262
C -0.47217 1.33455 0.89791
H 0.44625 -1.96256 -1.78052
Be -0.84109 0.65036 3.00290

Computed properties:
HOMO-LUMO gap (spin up / spin down), eV: 5.30 / 5.58
Charge: +1
2S+1: 2
Total energy, eV: -10323.721
Largest force on an atom, eV Å⁻¹: 17.0

=====

9.
# C3HBiLiO4

A structure of composition C3HBiLiO4 (the ωB97M-V functional and the def2-TZVPD basis, the OMol25 dataset).

Geometry (Å):
O 0.15001 -1.35334 -1.67350
C -1.00860 -1.15054 -1.03446
O -0.84566 -0.34957 0.06580
O -1.72722 -2.10563 -0.97802
Bi 1.87160 -0.16861 -1.32004
C 0.27491 0.35990 0.19055
C 0.31638 1.27211 1.20495
O 0.49015 2.11213 1.95722
Li 0.45305 3.76124 3.48775
H 0.02538 -2.37769 -1.90025

Computed properties:
HOMO-LUMO gap (spin up / spin down), eV: 7.39 / 7.05
Charge: +4
2S+1: 2
Energy above the lowest of the compared OMol25 structures with the same formula, charge and spin, kcal/mol: 0.0
Total energy, eV: -17303.780
Largest force on an atom, eV Å⁻¹: 7.1

=====

10.
# C3HBr2ClN2

An isolated molecule of C3HBr2ClN2 (the ωB97M-V functional and the def2-TZVPD basis, the OMol25 dataset).

Geometry (Å):
C 1.39451 -0.13234 -0.89396
C 0.96469 -0.76488 0.22793
C -1.12784 0.91887 -0.48498
N -0.03878 -0.52353 1.02071
N -1.02054 0.32109 0.66267
Cl 1.70146 -0.54564 -2.43204
Br 2.29614 -1.89501 1.09327
Br -2.48805 2.19145 -0.62983
H -1.68159 0.42999 1.43623

Computed properties:
HOMO-LUMO gap (spin up / spin down), eV: 6.86 / 6.87
Charge: 0
Energy above the lowest of the compared OMol25 structures with the same formula, charge and spin, kcal/mol: 18.9
Total energy, eV: -158708.451
Largest force on an atom, eV Å⁻¹: 2.0

=====

11.
# C3HBrO4S

A cluster of 2 separate species, C3HBrO4S in total (the ωB97M-V functional and the def2-TZVPD basis, the OMol25 dataset).

Geometry (Å):
C 0.28262 -1.02388 1.01541
C -1.32387 0.38123 -0.52529
C 0.01694 0.40238 0.24747
O 0.75918 -0.94212 2.13565
O -1.39189 0.29875 -1.73844
O -0.02648 -1.98055 0.31771
O -2.24669 0.47667 0.25168
S 1.97446 0.88053 -1.37609
Br 0.39790 1.93104 1.26914
H 1.55783 -0.42404 -1.59723

Computed properties:
HOMO-LUMO gap (spin up / spin down), eV: 6.49 / 6.49
Charge: -2
Energy above the lowest of the compared OMol25 structures with the same formula, charge and spin, kcal/mol: 65.5
Total energy, eV: -92193.569
Largest force on an atom, eV Å⁻¹: 3.4

=====

12.
# C3HCl3O

A structure of composition C3HCl3O (the ωB97M-V functional and the def2-TZVPD basis, the OMol25 dataset).

Geometry (Å):
C 1.82459 0.39548 -0.04451
C 0.96432 -0.50177 0.37186
C -2.15358 2.37760 0.33673
O 2.43436 1.14307 -0.68516
Cl -0.01485 0.26219 1.57022
Cl -2.09162 1.04092 -0.71828
Cl -0.61627 3.06908 0.35993
H 1.02785 -1.55097 0.17302

Computed properties:
HOMO-LUMO gap, eV: 8.23
Charge: 0
Energy above the lowest of the compared OMol25 structures with the same formula, charge and spin, kcal/mol: 96.4
Total energy, eV: -42737.259
Largest force on an atom, eV Å⁻¹: 2.4